The following is a DFT calculation (the ωB97M-V functional and the def2-TZVPD basis) of a molecular structure, C40H36CoN4O5S.

Structure (ORCA input):
```
! RIJCOSX wB97M-V def2-TZVPD def2/J DEFGRID3
* xyz -2 2
Co -0.61 1.78 -0.72
C -3.80 -4.49 2.74
O -3.78 -3.63 1.62
C -3.24 -4.14 0.46
C -3.32 -5.47 0.10
C -2.79 -5.90 -1.11
C -2.17 -4.99 -1.94
C -2.08 -3.65 -1.58
C -2.61 -3.20 -0.38
N -2.57 -1.89 0.08
C -1.93 -0.81 -0.57
N -2.41 -0.61 -1.82
C -2.02 0.34 -2.81
C -1.18 1.41 -2.53
C -0.93 2.27 -3.63
C -1.50 2.07 -4.88
C -2.35 0.99 -5.11
C -2.61 0.13 -4.07
O -3.44 -0.98 -4.16
C -4.07 -1.20 -5.39
N -1.03 -0.08 0.00
C -0.50 -0.59 1.25
C -1.07 -0.01 2.61
C -1.44 -0.99 3.65
C -1.03 -2.27 3.57
C -0.29 -2.78 2.42
C -0.10 -2.02 1.33
O 0.49 -2.57 0.23
C 1.40 -1.71 -0.49
H -3.98 -3.86 3.61
H -2.85 -5.00 2.86
H -4.61 -5.23 2.66
H -3.81 -6.17 0.77
H -2.86 -6.95 -1.38
H -1.74 -5.31 -2.88
H -1.56 -2.95 -2.22
H -2.64 -1.80 1.08
H -3.17 -1.21 -2.09
H -0.29 3.13 -3.48
H -1.29 2.77 -5.68
H -2.80 0.85 -6.09
H -4.69 -2.09 -5.28
H -3.35 -1.36 -6.20
H -4.71 -0.36 -5.67
H -1.74 0.83 2.45
H -2.08 -0.67 4.46
H -1.28 -2.96 4.37
H 0.11 -3.79 2.42
H 2.09 -2.38 -1.00
H 1.95 -1.07 0.21
H 0.88 -1.09 -1.21
N -0.08 7.70 -4.22
C -0.12 6.87 -3.41
C -0.18 5.86 -2.42
C -1.39 5.58 -1.71
C -1.46 4.61 -0.77
C -0.33 3.72 -0.52
C 0.95 4.16 -1.09
C 0.99 5.14 -2.03
H -2.28 6.17 -1.94
H -2.38 4.44 -0.22
H 1.86 3.65 -0.79
H 1.93 5.39 -2.50
C 7.42 -0.01 1.47
C 8.19 0.46 2.68
O 9.41 0.47 2.71
S 7.28 1.00 4.11
C 5.60 0.85 3.68
C 4.87 -0.34 3.92
C 3.57 -0.49 3.55
C 2.83 0.57 2.88
C 3.60 1.79 2.64
C 4.91 1.90 3.03
C 1.55 0.42 2.52
C 0.32 0.23 2.17
H 8.11 -0.11 0.64
H 6.60 0.66 1.23
H 6.97 -0.98 1.71
H 5.38 -1.16 4.42
H 3.05 -1.42 3.75
H 3.12 2.61 2.13
H 5.44 2.82 2.82
C 0.37 3.86 1.84
O -0.27 3.14 0.80
H -0.27 4.71 2.12
H 1.33 4.25 1.50
H 0.51 3.18 2.68
*
```

Output
LUMO level (spin up / spin down): 3.6 / 3.6 eV
expectation value of S²: 1.0780
molecular weight: 743.75 g mol⁻¹


The following is a DFT calculation (the ωB97M-V functional and the def2-TZVPD basis) of a molecular structure, C40H36Ge2N5PtS2.

Structure (ORCA input):
```
! RIJCOSX wB97M-V def2-TZVPD def2/J DEFGRID3
* xyz 2 6
Pt -0.31 -0.28 -0.06
C -3.77 0.42 -0.30
C -2.98 1.70 -0.32
C -3.63 2.92 -0.46
C -2.89 4.09 -0.42
C -1.53 4.02 -0.16
C -0.95 2.78 0.01
N -1.65 1.64 -0.13
C 0.47 2.64 0.46
C 1.20 3.70 0.97
C 2.45 3.46 1.50
C 2.95 2.17 1.52
C 2.20 1.15 0.97
N 0.99 1.41 0.45
C 2.66 -0.27 0.95
C 3.93 -0.62 1.36
C 4.30 -1.95 1.38
C 3.40 -2.89 0.93
C 2.15 -2.49 0.46
C 1.21 -3.50 -0.13
N 1.79 -1.20 0.50
H -4.62 0.48 -0.98
H -4.16 0.25 0.71
H -3.15 -0.42 -0.56
H -4.70 2.94 -0.60
H -3.37 5.05 -0.55
H -0.95 4.93 -0.08
H 0.78 4.70 0.98
H 3.02 4.28 1.93
H 3.92 1.98 1.97
H 4.64 0.14 1.69
H 5.28 -2.25 1.74
H 3.65 -3.95 0.92
H 1.75 -4.40 -0.42
H 0.69 -3.10 -1.00
H 0.45 -3.80 0.59
S -0.95 0.48 2.76
C -0.65 -1.01 3.51
C -0.23 -1.09 4.85
C 0.12 -2.31 5.39
C 0.55 -2.39 6.77
N 0.88 -2.46 7.87
C 0.06 -3.47 4.59
C -0.44 -3.41 3.30
C -0.80 -2.19 2.75
S -1.48 -2.11 1.14
C 0.54 -4.73 5.10
N 0.96 -5.73 5.47
H -0.18 -0.19 5.45
H -0.53 -4.33 2.73
C 3.17 -1.92 -2.63
Ge 1.96 -0.70 -3.54
C 1.87 -1.10 -5.43
C 2.52 1.09 -3.05
Ge -0.57 -0.72 -2.46
C -1.17 -2.55 -2.81
C -0.36 -3.51 -3.42
C -0.77 -4.84 -3.49
C -1.99 -5.22 -2.96
C -2.82 -4.26 -2.38
C -2.41 -2.94 -2.29
C -1.44 0.55 -3.65
C -2.83 0.60 -3.56
C -3.55 1.56 -4.27
C -2.88 2.47 -5.08
C -1.50 2.40 -5.21
C -0.78 1.45 -4.49
H 4.09 -1.87 -3.23
H 2.83 -2.95 -2.60
H 3.39 -1.57 -1.62
H 2.91 -1.02 -5.79
H 1.24 -0.41 -5.98
H 1.52 -2.12 -5.60
H 3.58 1.15 -3.32
H 2.42 1.23 -1.97
H 1.98 1.89 -3.56
H 0.59 -3.23 -3.85
H -0.13 -5.57 -3.96
H -2.30 -6.25 -2.99
H -3.79 -4.55 -1.98
H -3.07 -2.22 -1.83
H -3.37 -0.12 -2.96
H -4.63 1.60 -4.19
H -3.43 3.22 -5.63
H -0.97 3.08 -5.87
H 0.29 1.41 -4.60
*
```

Output
LUMO level (spin up / spin down): -5.9 / -8.5 eV
expectation value of S²: 8.7811
molecular weight: 991.20 g mol⁻¹


We obtain energy above the lowest of the compared OMol25 structures with the same formula, charge and spin values of 273.9, 67.7 kJ/mol for the records listed above, in that order.